Run a
C33H36N4O3 | ωB97M-V with the def2-TZVPD basis set

Summary:
Spin multiplicity   1
Net charge   0

Each line ends with the Löwdin charge.
Cartesian coordinates (Å):
O  -0.43042  -2.11807  1.33424  -0.06
O  -0.08963  -6.11338  1.25864  -0.02
O  -0.92610  -4.33742  0.25885  0.03
N  -3.12054  2.18271  4.02024  -0.25
N  -2.96136  3.32465  -5.77395  -0.25
N  -0.43020  -4.90180  1.25392  -0.33
N  6.15641  -2.75511  -0.38191  -0.19
C  1.15085  -0.20875  -0.11479  0.03
C  -3.24997  1.55873  1.64532  0.02
C  4.94833  -2.11766  -0.29101  -0.19
C  0.25533  -4.11834  4.82266  -0.14
C  2.90835  -1.59976  0.93208  0.03
C  -0.24302  -4.17225  2.47827  -0.11
C  3.24011  -0.72107  -1.31980  0.00
C  -4.38981  3.37591  -5.99549  -0.08
C  -3.84007  3.41000  4.29203  -0.08
C  -1.22683  1.49126  0.27809  -0.17
C  -2.17647  3.91254  -6.83719  -0.08
C  -1.24239  1.75510  -2.23443  -0.18
C  7.21418  -2.31405  -1.26304  -0.06
C  -3.29675  1.13589  5.00314  -0.07
C  -1.13781  1.06143  -3.46237  -0.01
C  -1.72892  1.55924  -4.61065  0.01
C  -2.38469  2.81620  -4.59919  -0.24
C  -0.46840  -2.07008  3.73667  -0.04
C  -1.93611  2.98567  -2.21401  -0.01
C  -2.49687  1.93566  2.78133  -0.24
C  0.57324  0.48285  -1.16421  0.00
C  -2.63416  1.43209  0.41092  -0.01
C  0.12824  -4.83603  3.63981  -0.04
C  4.10949  -2.27375  0.85200  0.01
C  2.41820  -0.85507  -0.17401  -0.20
C  -0.47399  1.79570  1.43112  -0.02
C  -0.61398  1.23902  -1.02949  -0.06
C  6.44805  -3.98918  0.30614  -0.05
C  -1.09564  2.07429  2.64052  0.01
C  -2.45160  3.53248  -3.37612  0.01
C  4.50560  -1.27485  -1.34570  -0.01
C  -0.08401  -2.75512  4.87445  -0.12
C  -0.40335  -2.70480  2.43394  -0.40
H  -2.87837  1.43684  5.97567  0.08
H  2.31655  -1.62574  1.84714  0.13
H  0.28605  -5.91079  3.59155  0.11
H  7.32702  -3.86975  0.95743  0.10
H  -4.88963  2.90831  -5.14291  0.09
H  -1.73102  0.97693  -5.53429  0.12
H  0.61060  1.83941  1.35983  0.12
H  0.58136  -0.31531  0.80912  0.09
H  -2.91425  4.52052  -3.37190  0.12
H  -2.33295  3.37831  -7.78645  0.08
H  1.00180  0.40502  -2.17524  0.11
H  2.89488  -0.14619  -2.17795  0.11
H  8.17214  -2.37809  -0.72641  0.10
H  -3.24887  1.23103  -0.46614  0.13
H  -4.65464  2.83296  -6.91696  0.08
H  -1.12207  3.85709  -6.55314  0.09
H  7.28967  -2.93326  -2.17186  0.10
H  -0.62524  0.09988  -3.49395  0.12
H  5.14374  -1.08411  -2.20150  0.10
H  0.58848  -4.64006  5.71497  0.08
H  -3.46763  3.88726  5.21146  0.08
H  -4.73614  4.41495  -6.10517  0.08
H  -3.68530  4.08745  3.44676  0.09
H  -0.74015  -1.01223  3.75654  0.08
H  -0.51731  2.41412  3.50103  0.12
H  -4.32268  1.39059  1.75600  0.13
H  -2.77519  0.24163  4.64402  0.08
H  6.66630  -4.79563  -0.41154  0.10
H  -2.02471  3.53678  -1.27881  0.12
H  -4.91854  3.23256  4.42440  0.08
H  5.58423  -4.27612  0.90486  0.08
H  -2.46142  4.96633  -6.99017  0.08
H  7.02639  -1.27840  -1.55169  0.08
H  -4.36313  0.89921  5.15158  0.08
H  -0.04599  -2.22530  5.82321  0.09
H  4.44275  -2.89105  1.68351  0.11

Run b
C33H36N4O3 | ωB97M-V with the def2-TZVPD basis set

Summary:
Spin multiplicity   1
Net charge   0

Each line ends with the Löwdin charge.
Cartesian coordinates (Å):
O  1.96162  1.60810  -1.76642  -0.07
O  1.56269  4.66214  -1.98128  0.05
O  2.54038  4.58222  -3.91803  0.05
N  3.08216  -4.21391  -1.99525  -0.23
N  2.44917  4.24091  -2.73324  -0.34
N  -6.63005  -2.91093  -1.29186  -0.24
N  0.76920  4.98179  4.51949  -0.20
C  -7.72091  -2.88825  -0.31362  -0.07
C  3.05360  -5.67733  -2.05838  -0.07
C  -6.94390  -3.40966  -2.63214  -0.07
C  1.50129  2.11803  2.26443  0.02
C  4.77697  3.76056  -2.13998  -0.06
C  1.96683  -3.47167  -1.48373  -0.22
C  -1.33640  -1.20151  0.00789  -0.05
C  -3.65767  -0.72575  -0.79460  -0.01
C  4.16576  1.23295  -1.18959  -0.06
C  -2.69980  -1.63647  -0.32166  -0.18
C  -5.30396  -2.48057  -0.95405  -0.22
C  -4.92244  -1.13773  -1.11669  0.01
C  -3.07973  -2.98144  -0.17262  -0.01
C  5.76613  2.95287  -1.62245  -0.14
C  0.83493  -2.41312  0.36324  -0.03
C  0.04434  0.53502  1.07865  0.07
C  1.88281  -3.14848  -0.11989  0.01
C  -0.11943  -2.32532  -1.84817  0.01
C  -0.88247  2.33390  2.51736  0.00
C  3.11617  2.04052  -1.71919  -0.47
C  1.68070  3.19043  3.09809  0.01
C  0.06629  5.09902  5.79656  -0.06
C  -4.35280  -3.39165  -0.46398  0.00
C  5.44612  1.69006  -1.14481  -0.14
C  0.93997  -3.03888  -2.33670  0.02
C  4.27684  -3.53244  -2.50172  -0.06
C  -1.15833  -0.04584  0.79792  0.00
C  0.58446  3.85429  3.67148  -0.20
C  3.46726  3.34692  -2.19049  -0.12
C  1.41740  6.19881  4.02548  -0.05
C  -0.70184  3.39336  3.36302  0.00
C  0.21231  1.66309  1.94251  -0.19
C  -0.19245  -1.97772  -0.48909  -0.18
H  -5.63764  -0.43343  -1.50666  0.12
H  -7.36136  -2.50327  0.63899  0.09
H  2.10730  -6.04598  -1.66648  0.08
H  0.77523  5.33119  6.58823  0.08
H  4.15640  -2.45435  -2.40480  0.09
H  2.67337  3.51313  3.35430  0.12
H  -7.71370  -2.79650  -3.09451  0.08
H  -0.90635  -1.99636  -2.50439  0.13
H  -8.53002  -2.25059  -0.66207  0.08
H  -6.05336  -3.37818  -3.25753  0.09
H  0.75282  -2.20056  1.41484  0.12
H  -2.35756  -3.67695  0.21862  0.12
H  3.86082  -6.09932  -1.46478  0.07
H  2.25333  6.47272  4.66429  0.08
H  6.22433  1.06714  -0.74019  0.09
H  5.01829  4.74261  -2.50654  0.11
H  1.00323  -3.26705  -3.38629  0.12
H  -2.04496  0.38230  1.22581  0.11
H  -4.64520  -4.41586  -0.30227  0.12
H  2.34936  1.58914  1.86289  0.13
H  -1.55564  3.90745  3.76775  0.12
H  0.70627  7.02269  4.00895  0.08
H  -0.68328  5.88594  5.75818  0.08
H  2.65221  -3.49766  0.54579  0.12
H  -8.11107  -3.89137  -0.15747  0.07
H  -1.88178  2.01652  2.28524  0.11
H  -7.29724  -4.43681  -2.58240  0.07
H  6.78676  3.30153  -1.58857  0.08
H  0.92599  0.10815  0.63443  0.12
H  4.43773  -3.76946  -3.55123  0.08
H  -0.42272  4.15953  6.04577  0.09
H  3.91653  0.24946  -0.83284  0.08
H  1.78213  6.04585  3.01149  0.09
H  3.15829  -6.01985  -3.08519  0.07
H  -3.35675  0.29668  -0.94223  0.12
H  5.15504  -3.83481  -1.93558  0.08

run a ends up most stable, edging out the next structure by 0.750 eV.

Run a
C4H13N3 | ωB97M-V with the def2-TZVPD basis set

Summary:
Spin multiplicity   2
Net charge   +1

Each line ends with the Löwdin charge.
Cartesian coordinates (Å):
N  1.00606  -1.53395  -0.80992  0.00
N  -0.57301  1.49135  -1.58268  0.28
N  -2.54637  0.38957  -1.46590  0.27
C  -1.27678  0.37013  -1.77061  -0.21
C  0.44375  -0.98673  0.43603  -0.31
C  0.60325  0.83894  2.18349  -0.10
C  1.22929  0.20886  0.94935  -0.27
H  -0.87373  -0.56003  -2.16457  0.14
H  0.37524  0.09216  2.94706  0.08
H  1.31366  0.96050  0.15839  0.09
H  -0.31128  1.37363  1.94021  0.07
H  1.98386  -1.27209  -0.87130  0.07
H  1.27469  1.55558  2.64016  0.08
H  0.34938  1.42172  -2.03300  0.11
H  -3.07247  -0.47640  -1.42542  0.16
H  0.33481  -1.72459  1.22740  0.12
H  1.00393  -2.54675  -0.79591  0.08
H  2.24114  -0.12632  1.16637  0.12
H  -2.92896  1.17689  -0.94736  0.16
H  -0.57644  -0.65248  0.21824  0.06

Run b
C4H13N3 | ωB97M-V with the def2-TZVPD basis set

Summary:
Spin multiplicity   2
Net charge   +1

Each line ends with the Löwdin charge.
Cartesian coordinates (Å):
N  0.95831  -0.59687  0.81719  -0.09
N  -2.81285  0.70408  -2.13669  0.20
N  3.24557  -0.85673  1.64032  0.05
C  -0.84245  -0.19869  -0.86189  -0.15
C  -0.25044  0.10973  0.58886  -0.23
C  -1.90385  0.85271  -0.95519  -0.19
C  2.15362  -0.08468  1.33149  -0.27
H  -3.59381  1.35515  -2.04557  0.17
H  0.00584  -0.17732  -1.55849  0.13
H  -2.47481  1.13129  -0.07215  0.14
H  2.09409  0.95793  1.63786  0.09
H  3.21599  -1.81223  1.34149  0.08
H  0.95227  -1.60110  0.76544  0.12
H  3.97621  -0.40413  2.14842  0.09
H  -1.13517  -1.23852  -0.74815  0.11
H  0.08110  1.15739  0.66797  0.12
H  -1.03513  -0.12846  1.32935  0.13
H  -2.31478  0.89632  -3.00387  0.18
H  -1.35058  1.80315  -1.05367  0.15
H  -3.23905  -0.21266  -2.25143  0.17

run a ends up most stable, edging out the next structure by 0.260 eV.

Run a
C2H2N2O3 | ωB97M-V with the def2-TZVPD basis set

Summary:
Spin multiplicity   1
Net charge   -2
SMILES   O=C([O-])C/N=N/[O-]

Each line ends with the Löwdin charge.
Cartesian coordinates (Å):
O  3.17866  -0.22292  0.13129  -0.44
O  -1.43048  -1.80082  0.04867  -0.13
O  -2.65173  0.01035  -0.01752  -0.15
N  2.01649  0.14917  -0.37708  -0.29
N  1.06674  -0.01202  0.46782  -0.12
C  -0.19541  0.38571  -0.03774  -0.24
C  -1.54830  -0.56086  0.05346  -0.74
H  -0.41468  1.17187  0.69268  0.06
H  -0.02129  0.87953  -0.96158  0.05

Run b
C2H2N2O3 | ωB97M-V with the def2-TZVPD basis set

Summary:
Spin multiplicity   1
Net charge   -2

Each line ends with the Löwdin charge.
Cartesian coordinates (Å):
O  -4.38952  0.05970  0.14282  -0.40
O  2.59192  -1.35639  0.22795  -0.18
O  2.16842  0.85471  -0.23825  -0.18
N  -2.16624  -0.21914  -0.10958  -0.15
N  -3.33172  -0.46298  -0.43966  -0.28
C  2.02888  -0.38984  -0.37949  -0.73
C  -1.11871  -0.79140  0.07595  -0.09
H  1.49736  -0.57624  -1.36720  0.08
H  -0.14637  -0.45773  -0.08886  -0.08

run a ends up most stable, edging out the next structure by 2.275 eV.